Entry 1:
DFT (ωB97M-V/def2-TZVPD) results for a 10-piece molecular cluster, C23H42N6O4S overall at a distorted geometry.

Output
- E (eV) = -52491.9088
- 2S+1 = 1
- max |F| (eV/Å) = 5.309

Last column: Mulliken charge in e.
Positions of all 76 atoms, in Å:
C (5.559, 5.272, 2.392)  -0.619
C (4.628, 4.402, 3.134)  0.268
N (3.881, 3.785, 3.761)  -0.338
H (5.387, 5.186, 1.319)  0.167
H (6.578, 5.187, 2.769)  0.277
H (5.203, 6.271, 2.639)  0.247
C (-0.057, -6.330, 3.724)  -0.732
C (0.194, -6.104, 5.163)  0.339
N (0.375, -5.885, 6.324)  -0.371
H (-0.168, -5.322, 3.324)  0.213
H (-1.054, -6.750, 3.593)  0.252
H (0.564, -6.885, 3.021)  0.299
C (5.191, 3.569, -2.810)  -0.717
C (3.875, 3.088, -2.244)  0.277
N (2.897, 2.741, -1.799)  -0.314
H (6.028, 2.871, -2.835)  0.280
H (5.480, 4.405, -2.173)  0.215
H (5.070, 3.999, -3.804)  0.266
C (0.400, 3.334, 7.072)  -0.689
C (1.344, 2.305, 7.397)  0.338
N (1.982, 1.379, 7.716)  -0.388
H (-0.104, 3.607, 7.999)  0.267
H (-0.343, 2.830, 6.455)  0.201
H (0.803, 4.190, 6.531)  0.272
C (-1.731, -5.970, -4.916)  -0.600
C (-1.243, -5.547, -3.619)  0.216
N (-0.875, -5.198, -2.608)  -0.356
H (-1.811, -5.057, -5.506)  0.244
H (-2.604, -6.524, -4.572)  0.254
H (-0.929, -6.603, -5.295)  0.247
C (-5.651, -2.242, -1.254)  -0.621
C (-6.529, -1.463, -0.422)  0.275
N (-7.312, -0.957, 0.217)  -0.360
H (-5.024, -1.626, -1.899)  0.211
H (-6.422, -2.798, -1.787)  0.263
H (-5.000, -2.792, -0.574)  0.235
C (-5.112, 4.741, 1.416)  -0.944
S (-4.876, 4.946, 3.256)  0.457
O (-6.187, 5.508, 3.888)  -0.608
C (-5.153, 3.112, 3.602)  -0.969
H (-5.598, 5.655, 1.075)  0.365
H (-5.716, 3.899, 1.078)  0.317
H (-4.200, 4.743, 0.819)  0.354
H (-6.121, 2.633, 3.458)  0.391
H (-4.910, 2.742, 4.598)  0.375
H (-4.545, 2.484, 2.952)  0.263
C (3.961, -2.225, -2.363)  -0.891
C (4.990, -2.237, -1.191)  0.745
O (5.987, -1.560, -1.281)  -0.560
C (4.662, -2.987, 0.060)  -1.011
H (3.820, -1.228, -2.781)  0.275
H (3.044, -2.559, -1.877)  0.244
H (4.138, -2.843, -3.244)  0.283
H (4.221, -3.960, -0.156)  0.349
H (3.947, -2.374, 0.608)  0.247
H (5.611, -3.054, 0.592)  0.317
C (-0.623, 1.782, 1.799)  -0.967
C (-1.119, 0.619, 0.883)  0.833
O (-2.204, 0.710, 0.354)  -0.572
C (-0.238, -0.556, 0.576)  -1.047
H (-1.406, 2.532, 1.913)  0.181
H (0.332, 2.120, 1.396)  0.311
H (-0.515, 1.456, 2.834)  0.325
H (0.300, -0.982, 1.422)  0.331
H (0.528, -0.403, -0.185)  0.268
H (-0.891, -1.222, 0.012)  0.327
C (0.038, -0.644, -7.429)  -1.003
C (-1.008, -0.342, -6.343)  0.753
O (-1.992, 0.239, -6.669)  -0.526
C (-0.710, -0.721, -4.909)  -1.030
H (1.055, -0.578, -7.042)  0.313
H (-0.086, 0.056, -8.255)  0.308
H (-0.004, -1.665, -7.810)  0.264
H (-1.612, -0.677, -4.299)  0.312
H (-0.193, 0.134, -4.474)  0.284
H (-0.193, -1.661, -4.717)  0.320

***

Entry 2:
DFT (ωB97M-V/def2-TZVPD) results for C48H45IrN7S2Sb as an isolated structure.

Output
- energy relative to the best compared isomer or geometry (same formula, charge and spin) (kcal/mol) = 0.0
- 2S+1 = 1
- net charge = +2
- max |F| (eV/Å) = 0.774

Last column: Mulliken charge in e.
Positions of all 104 atoms, in Å:
Ir (-1.121, 0.456, -0.468)  1.820
C (-3.620, 0.380, 1.098)  -1.163
N (-2.731, 1.403, 0.498)  -0.913
C (-3.298, 2.558, -0.214)  -1.035
C (-2.390, 2.885, -1.360)  -0.024
N (-1.469, 2.051, -1.812)  0.578
C (-1.120, 2.521, -3.080)  -0.585
C (-0.387, 1.942, -4.111)  0.411
C (-0.281, 2.638, -5.297)  -0.852
C (-0.894, 3.887, -5.478)  -0.577
C (-1.678, 4.445, -4.492)  -1.209
C (-1.794, 3.723, -3.309)  0.812
N (-2.593, 3.919, -2.195)  -0.008
C (-2.699, -0.713, 1.579)  0.069
N (-1.497, -0.901, 1.060)  0.594
C (-0.953, -2.005, 1.706)  -0.277
C (0.289, -2.624, 1.574)  -0.022
C (0.525, -3.736, 2.354)  -1.205
C (-0.435, -4.224, 3.257)  -0.935
C (-1.655, -3.602, 3.416)  -1.106
C (-1.889, -2.481, 2.625)  0.729
N (-2.981, -1.628, 2.523)  0.010
H (-4.286, -0.015, 0.329)  0.333
H (-4.213, 0.786, 1.921)  0.707
H (-2.182, 1.790, 1.274)  0.518
H (-3.433, 3.399, 0.468)  0.572
H (-4.276, 2.303, -0.627)  0.536
H (0.011, 0.949, -4.007)  0.326
H (0.258, 2.200, -6.127)  0.426
H (-0.782, 4.401, -6.423)  0.410
H (-2.199, 5.381, -4.642)  0.440
H (-3.260, 4.662, -2.064)  0.235
H (1.030, -2.250, 0.878)  0.658
H (1.470, -4.257, 2.264)  0.538
H (-0.211, -5.108, 3.839)  0.487
H (-2.393, -3.970, 4.116)  0.514
H (-3.844, -1.700, 3.035)  0.283
S (0.035, 2.167, 1.132)  -0.711
Sb (1.586, 1.325, 2.607)  1.966
C (0.582, 0.308, 4.153)  0.619
C (-0.552, 0.950, 4.647)  -0.888
C (-1.290, 0.360, 5.662)  -0.815
C (-0.900, -0.869, 6.179)  -0.590
C (0.232, -1.504, 5.689)  -0.675
C (0.978, -0.918, 4.675)  -0.327
C (2.525, 2.995, 3.454)  0.564
C (2.283, 4.269, 2.957)  -0.470
C (2.931, 5.355, 3.530)  -0.638
C (3.807, 5.161, 4.590)  -0.475
C (4.042, 3.885, 5.084)  -0.787
C (3.401, 2.794, 4.516)  -0.443
C (3.157, 0.251, 1.713)  0.749
C (4.013, 1.025, 0.933)  -0.814
C (5.095, 0.431, 0.303)  -0.811
C (5.324, -0.932, 0.455)  -0.680
C (4.477, -1.698, 1.243)  -0.755
C (3.390, -1.109, 1.875)  0.299
H (-0.857, 1.913, 4.251)  0.508
H (-2.158, 0.868, 6.063)  0.456
H (-1.471, -1.324, 6.978)  0.452
H (0.546, -2.454, 6.102)  0.481
H (1.872, -1.416, 4.326)  0.421
H (1.594, 4.416, 2.133)  0.393
H (2.751, 6.352, 3.151)  0.411
H (4.308, 6.010, 5.035)  0.406
H (4.723, 3.739, 5.912)  0.422
H (3.589, 1.800, 4.908)  0.400
H (3.848, 2.092, 0.822)  0.450
H (5.770, 1.033, -0.292)  0.488
H (6.176, -1.393, -0.026)  0.451
H (4.667, -2.755, 1.375)  0.471
H (2.732, -1.722, 2.475)  -0.137
C (-1.954, -4.895, -2.375)  -1.129
C (-0.971, -4.196, -1.645)  -0.535
C (-1.105, -2.856, -1.410)  0.192
C (-2.213, -2.107, -1.888)  -0.132
C (-2.363, -0.693, -1.662)  0.616
C (-3.481, -0.108, -2.216)  0.185
C (-4.451, -0.813, -2.965)  -1.180
C (-4.318, -2.150, -3.164)  -1.073
C (-3.194, -2.824, -2.634)  1.326
C (-3.036, -4.216, -2.852)  -0.656
H (-1.850, -5.957, -2.551)  0.454
H (-0.107, -4.724, -1.259)  0.579
H (-0.342, -2.344, -0.853)  -0.311
H (-3.647, 0.954, -2.117)  0.183
H (-5.294, -0.275, -3.379)  0.497
H (-5.051, -2.710, -3.732)  0.433
H (-3.803, -4.735, -3.415)  0.448
S (1.099, -0.231, -1.126)  -0.215
C (1.355, -0.611, -2.794)  -0.740
N (0.614, -1.486, -3.454)  0.396
C (0.883, -1.889, -4.836)  -0.563
C (2.374, -1.769, -5.100)  -0.697
C (2.828, -0.363, -4.755)  -0.535
N (2.397, -0.044, -3.392)  0.140
H (-0.155, -1.909, -2.950)  -0.425
H (0.312, -1.259, -5.523)  0.282
H (0.536, -2.913, -4.956)  0.401
H (2.595, -1.991, -6.143)  0.414
H (2.911, -2.491, -4.482)  0.273
H (2.392, 0.364, -5.445)  0.212
H (3.910, -0.266, -4.806)  0.453
H (2.900, 0.634, -2.841)  0.223

***

Entry 3:
DFT (ωB97M-V/def2-TZVPD) results for C10H14BIN6Zn as an isolated structure at a distorted geometry.

Output
- energy relative to the best compared isomer or geometry (same formula, charge and spin) (kcal/mol) = 75.6
- 2S+1 = 1
- max |F| (eV/Å) = 4.370

Last column: natural (NBO) charge in e.
Positions of all 33 atoms, in Å:
H (-0.371, 2.598, 0.824)  0.229
N (-0.121, 1.493, -0.955)  -0.404
B (0.636, 0.622, -3.204)  0.553
N (0.500, 1.766, -2.154)  -0.334
C (0.900, 3.058, -2.180)  0.000
Zn (-0.713, -0.551, -0.470)  1.578
H (1.374, 3.445, -3.072)  0.223
C (0.563, 3.630, -0.959)  -0.360
H (0.742, 4.649, -0.644)  0.231
C (-0.057, 2.607, -0.219)  -0.015
H (1.059, 1.004, -4.249)  -0.028
C (-1.095, -2.191, 0.255)  -1.055
H (-1.527, -1.908, 1.190)  0.208
H (-0.362, -3.007, 0.398)  0.225
H (-1.948, -2.385, -0.382)  0.199
N (-0.787, -0.006, -3.312)  -0.315
N (1.517, -0.468, -2.534)  -0.326
N (-1.430, -0.522, -2.170)  -0.503
N (1.092, -1.079, -1.365)  -0.427
C (-1.628, -0.076, -4.371)  0.022
C (2.750, -0.908, -2.861)  0.005
H (-1.271, 0.282, -5.343)  0.231
H (3.213, -0.558, -3.767)  0.224
C (-2.869, -0.643, -3.899)  -0.365
C (3.165, -1.790, -1.876)  -0.358
C (-2.643, -0.867, -2.518)  0.003
C (2.118, -1.839, -0.940)  -0.009
H (-3.737, -0.829, -4.497)  0.233
H (4.098, -2.326, -1.840)  0.231
H (-3.362, -1.282, -1.788)  0.224
H (2.099, -2.324, 0.035)  0.226
H (-1.788, 0.412, 0.530)  -0.255
I (0.796, -0.005, 2.076)  -0.091